Here is 2 unconnected molecules or ions with the total composition C5H14 from OMol25. Energies are from ωB97M-V/def2-TZVPD.

Structure (ORCA input):
```
! RIJCOSX wB97M-V def2-TZVPD def2/J DEFGRID3
* xyz 0 1
C 2.35470 1.50783 0.69310
C 2.99073 0.42334 1.51890
H 1.61834 1.95293 1.44230
H 2.95856 2.42418 0.50856
H 2.03907 1.22572 -0.31626
H 3.82117 -0.11406 1.00897
H 3.36696 0.93198 2.41333
H 2.43636 -0.42166 1.89748
C -2.16088 -0.90809 -1.29389
C -1.68173 -1.70908 -0.08132
C -1.74411 0.54218 -1.02762
H -1.82228 -1.30305 -2.24761
H -3.27201 -0.87258 -1.34474
H -1.75965 -2.80413 -0.10836
H -2.69351 1.10904 -0.94097
H -2.31590 -1.38537 0.74269
H -0.63368 -1.50931 0.18030
H -1.20922 0.89740 -0.15461
H -1.13277 0.92839 -1.85869
*
```

Properties
- HOMO-LUMO gap: 12.14 eV
- SMILES string: CCC.CC
- Molecular weight: 74.17 g/mol
- E_tot: -5411.0615 eV
- Highest occupied orbital energy: -11.0724 eV
- Relative energy (zero: lowest compared OMol25 entry of this formula, charge and spin): 22.8 kcal/mol

Atomic partial charges in e from the Löwdin method, atoms 1 to 2: -0.192 -0.201